{
  "formula": "C27H60NO10S",
  "method": "the ωB97M-V functional and the def2-TZVPD basis",
  "species": ["C", "C", "C", "C", "C", "C", "C", "O", "O", "C", "S", "C", "C", "C", "O", "C", "C", "N", "H", "H", "H", "H", "H", "H", "H", "H", "H", "H", "H", "H", "H", "H", "H", "H", "H", "H", "C", "C", "O", "H", "H", "H", "H", "H", "H", "C", "C", "O", "H", "H", "H", "H", "H", "H", "C", "C", "O", "H", "H", "H", "H", "H", "H", "C", "C", "O", "H", "H", "H", "H", "H", "H", "C", "C", "O", "H", "H", "H", "H", "H", "H", "C", "C", "O", "H", "H", "H", "H", "H", "H", "C", "C", "O", "H", "H", "H", "H", "H", "H"],
  "coordinates": [[2.861591, -4.317239, 1.461060], [3.429344, -3.097784, 0.943483], [4.280049, -2.259228, 1.943975], [4.009754, -0.718572, 1.872234], [4.702030, 0.133682, 0.902020], [4.416368, 1.579486, 0.928560], [5.143038, 2.591417, -0.042562], [6.333271, 2.652785, -0.126866], [4.321243, 3.402966, -0.791863], [3.455173, 2.157038, 1.901236], [3.090394, 3.930310, 2.023894], [2.795825, 1.176804, 2.810469], [1.748293, 1.759773, 3.827918], [0.446134, 2.122118, 2.950463], [-0.580367, 1.164576, 3.109954], [-0.617990, 0.202885, 2.040021], [-2.097724, 0.125430, 1.471098], [3.086442, -0.170785, 2.758432], [3.354234, -5.315965, 1.328618], [1.892374, -4.281924, 2.033956], [3.244201, -2.835009, -0.128127], [4.056426, -2.613152, 2.993650], [5.385190, -2.408074, 1.801281], [5.424792, -0.293099, 0.174246], [3.390602, 3.211072, -0.564042], [4.019012, 4.527218, 2.842737], [1.509923, 1.023917, 4.636716], [2.183464, 2.686603, 4.295865], [0.106447, 3.129081, 3.336473], [0.771210, 2.294983, 1.891983], [-0.353329, -0.846507, 2.358939], [0.041532, 0.449562, 1.163868], [-2.752333, -0.388519, 2.236101], [-2.505209, 1.128031, 1.183572], [-2.120105, -0.521070, 0.557565], [2.583302, -0.776386, 3.419308], [-2.757793, 1.662174, -3.506658], [-2.953400, 0.492495, -2.561219], [-2.061539, 0.596259, -1.456581], [-1.728783, 1.691864, -3.872624], [-3.433726, 1.591291, -4.362158], [-2.941086, 2.608824, -2.991977], [-2.748750, -0.450354, -3.072246], [-3.978870, 0.464424, -2.182247], [-2.255443, 1.426685, -1.005554], [-7.235219, 3.161958, -1.376019], [-6.449675, 1.932271, -0.965763], [-5.083859, 2.271009, -0.725460], [-6.807387, 3.605977, -2.277225], [-8.280032, 2.911654, -1.568606], [-7.195649, 3.925158, -0.593708], [-6.473804, 1.182193, -1.757519], [-6.867549, 1.488589, -0.056680], [-5.066259, 2.927195, -0.018894], [3.102192, -2.784239, -3.808278], [1.655757, -3.168913, -3.561817], [1.575320, -4.197928, -2.580532], [3.676714, -3.650295, -4.142426], [3.175131, -2.000063, -4.564639], [3.570286, -2.426610, -2.885460], [1.199603, -3.544706, -4.477837], [1.077095, -2.305705, -3.216111], [1.970557, -3.863879, -1.766246], [-5.126140, -0.274214, -7.246096], [-5.895865, 0.550270, -6.232459], [-6.093093, -0.199749, -5.037961], [-5.665029, -1.194919, -7.478121], [-4.972033, 0.286379, -8.170405], [-4.150946, -0.566676, -6.846242], [-6.875450, 0.822017, -6.626879], [-5.356341, 1.471059, -5.985689], [-5.222104, -0.427896, -4.692108], [-5.325119, -2.036051, 5.403842], [-4.017563, -1.784900, 4.678370], [-4.258230, -1.492404, 3.304636], [-5.863383, -2.867531, 4.944741], [-5.150167, -2.267868, 6.456406], [-5.976395, -1.160181, 5.341240], [-3.379364, -2.668496, 4.724596], [-3.477908, -0.944453, 5.128411], [-4.815385, -0.705354, 3.267774], [5.940092, 3.584474, -4.182697], [7.382785, 3.251013, -3.852044], [7.717793, 3.724858, -2.553562], [5.776926, 4.663115, -4.136785], [5.675503, 3.230170, -5.181543], [5.261421, 3.127428, -3.456866], [8.057316, 3.725905, -4.565403], [7.550097, 2.168749, -3.886530], [7.125581, 3.295605, -1.922150], [2.273798, -3.697408, 5.811097], [1.035813, -2.984292, 5.300402], [0.496103, -3.667601, 4.174112], [3.032156, -3.759160, 5.026293], [2.698847, -3.176263, 6.671415], [2.035389, -4.722077, 6.105085], [1.282148, -1.965870, 4.987099], [0.269780, -2.929149, 6.079128], [0.270492, -4.562250, 4.457151]],
  "forces_ev_per_a": [[0.2, 0.9, -0.2], [-0.4, -1.3, 0.8], [-2.0, 1.8, 0.4], [1.1, 0.7, -1.2], [-1.9, 1.2, 1.9], [-1.1, -0.3, 1.1], [-0.8, 0.0, -0.2], [-0.7, -0.3, 0.2], [0.5, -1.4, 1.0], [1.4, -3.3, 0.4], [-0.3, -0.3, -0.1], [0.5, 2.0, -0.1], [0.7, -0.7, -1.1], [0.3, 1.0, 1.3], [1.2, 0.2, -1.0], [-1.7, -0.9, -1.5], [0.3, -0.8, 0.6], [0.7, 1.6, -1.3], [-1.6, 0.6, -1.7], [2.0, 0.1, 1.3], [2.1, -0.6, 0.6], [0.2, 0.2, -1.0], [-1.1, -0.2, -0.2], [-0.6, 0.4, 0.8], [0.4, 0.3, -0.2], [0.0, -1.0, -0.4], [0.0, 0.6, -0.8], [-0.4, -1.1, -0.6], [0.0, -1.2, -0.4], [-0.5, -0.4, 0.7], [0.0, 1.1, 0.2], [-0.2, 0.2, 1.0], [0.7, 0.9, -0.8], [0.4, -0.8, 0.4], [0.2, 0.6, 0.8], [0.3, 0.2, -0.4], [0.0, 0.0, -0.1], [-0.1, 0.4, 0.0], [0.3, -0.1, -0.2], [-0.1, -0.1, 0.0], [0.0, 0.1, 0.0], [-0.2, -0.1, 0.0], [0.1, 0.0, 0.2], [0.0, 0.0, -0.1], [-0.2, -0.1, -0.1], [0.0, 0.0, -0.1], [-0.1, 0.3, 0.1], [0.3, -0.1, 0.0], [0.0, -0.1, 0.0], [0.0, 0.1, 0.0], [-0.1, -0.1, 0.0], [0.2, 0.0, 0.1], [-0.1, -0.1, -0.1], [0.0, -0.1, -0.1], [0.0, 0.0, -0.1], [0.3, 0.1, 0.3], [-0.1, -0.2, 0.0], [-0.1, 0.0, 0.0], [0.1, 0.0, 0.1], [0.0, 0.1, 0.0], [0.0, -0.1, 0.2], [0.0, 0.1, -0.2], [-0.1, -0.1, -0.2], [0.0, 0.0, -0.1], [0.4, -0.2, 0.1], [-0.2, 0.1, 0.2], [0.0, 0.1, 0.0], [0.1, 0.0, 0.0], [0.0, 0.1, 0.0], [0.0, -0.1, 0.2], [-0.1, 0.1, -0.2], [-0.1, 0.0, 0.0], [0.0, -0.1, 0.1], [-0.4, 0.2, 0.0], [0.1, -0.1, 0.0], [0.1, 0.0, 0.0], [-0.1, 0.0, 0.0], [0.1, 0.0, 0.1], [0.0, 0.1, -0.2], [0.1, -0.1, 0.1], [0.0, -0.1, 0.0], [-0.1, 0.0, -0.1], [-0.2, 0.0, 0.4], [0.1, 0.0, -0.1], [0.1, 0.0, 0.0], [0.0, 0.0, 0.0], [0.0, -0.1, -0.1], [0.0, 0.0, 0.1], [0.0, 0.0, -0.2], [0.2, 0.2, 0.0], [0.1, 0.1, 0.0], [0.0, -0.7, 0.1], [0.0, 0.2, -0.2], [0.0, 0.0, 0.0], [0.0, -0.1, 0.0], [0.0, 0.1, 0.1], [-0.2, 0.0, -0.1], [0.1, 0.2, 0.1], [0.0, 0.1, -0.1]],
  "total_charge": 1,
  "e_above_lowest_kcal_mol": 0.0,
  "total_energy_ha": -2269.56851,
  "molar_mass_g_mol": 590.84,
  "e_homo_ev": -10.8,
  "gap_ha": 0.2266
}